16
Properties=species:S:1:pos:R:3:forces:R:3 method="wB97M-V/def2-TZVPD" homo_ev=-4.088 de_lowest_ev=0.0000 smiles="C=C[C@@]1(O)O[C@@]1([O-])C(=C)Cl" total_energy_ha=-918.0967 total_charge=-1 orbital_gap_ha=0.279
C 2.16851 -0.19645 -1.67527 -4.596 -1.683 0.163
H 0.00150 -0.72893 -1.51148 0.933 0.023 -0.403
H -3.55012 -0.56640 1.63930 1.502 0.965 -0.157
H 0.92442 2.19072 0.70387 0.605 -0.010 -1.550
C -0.88052 1.30906 0.17508 -1.868 0.088 1.225
O 1.35716 1.91735 -0.21369 -1.004 1.373 1.701
Cl -2.83974 -0.39354 -1.04578 0.321 0.368 0.045
C 0.28696 1.21040 -0.72358 1.786 -1.099 0.733
C 0.81299 0.01138 -1.37689 2.082 -1.089 -1.056
H 2.43939 -1.20072 -2.06735 -0.017 0.921 0.208
C -2.07481 0.41393 0.37019 -0.741 -1.956 -0.074
O -0.86718 1.85451 -1.15296 0.062 1.123 -1.763
H 2.89728 0.53843 -1.50398 0.745 0.798 0.276
C -2.62421 0.08459 1.54222 -0.633 -0.434 -0.849
H -2.09794 0.50095 2.37109 -0.111 0.219 0.735
O -0.77881 2.10226 1.18511 0.935 0.394 0.767

20
Properties=species:S:1:pos:R:3:forces:R:3 method="wB97M-V/def2-TZVPD" homo_ev=-13.195 de_lowest_ev=5.9961 total_energy_ha=-436.5459 total_charge=+1 orbital_gap_ha=0.296
C 0.46374 -2.01233 -1.40819 0.509 -1.639 1.275
N -0.57934 1.77061 1.27095 -0.900 -0.507 0.271
C 0.59252 -0.62053 -1.65269 -0.572 4.542 0.003
C -1.45918 0.89202 1.57739 1.602 1.076 -0.528
H 1.40600 1.96611 1.35844 -0.862 0.534 -1.594
H 0.38646 -0.84142 1.15156 -0.043 0.056 0.323
C -0.10549 -2.31387 -0.22922 -0.744 -1.293 0.862
H -2.13686 1.28419 2.31573 -0.625 -0.455 0.249
C -1.58473 -0.45941 1.01082 -1.786 -2.625 -1.896
H -0.21846 -0.08936 -2.22977 1.205 -0.589 -0.055
H 0.44548 1.89174 -1.47135 -0.327 0.146 -0.866
N 1.31889 0.25211 -0.94459 -1.163 -5.244 1.970
H -0.13474 -3.37954 0.12786 -0.295 1.057 -0.675
C 0.58790 2.07453 0.54901 0.968 2.194 0.063
C -0.53661 -1.24072 0.72307 1.602 1.320 0.352
H 0.78619 -2.80845 -2.07259 0.043 0.329 -0.099
H 0.50873 3.18461 0.07712 0.124 -2.067 2.135
H 1.79219 -0.19413 -0.05992 -0.341 1.113 -2.487
N 1.06373 1.55245 -0.76848 0.251 0.672 0.038
H -2.59642 -0.90862 0.67485 1.354 1.378 0.659

187
Properties=species:S:1:pos:R:3:forces:R:3 method="wB97M-V/def2-TZVPD" homo_ev=-17.796 total_energy_ha=-10403.3751 total_charge=+7 orbital_gap_ha=0.140
C 7.07309 -3.60030 -4.22468 0.457 -1.644 -1.354
H 0.10100 -5.18082 -3.47098 0.245 0.284 -0.213
N -3.50821 4.67126 -1.60596 -1.428 1.161 0.384
H 3.87806 -2.33066 -6.16059 -0.016 -0.024 -0.066
C 1.25510 -1.90542 1.67181 -0.205 0.615 -0.237
H 2.65552 -1.95220 -2.91164 0.189 0.406 -0.063
C -3.35743 3.45223 -2.10320 -0.504 -0.755 0.980
H 2.68286 -1.85127 -1.18455 -0.244 0.249 0.110
H 0.76743 -6.19267 -4.81616 -1.105 -0.383 0.156
H -0.09541 -4.69269 -5.24158 -0.192 -0.112 0.351
H 0.30062 -1.39557 1.54095 0.008 -0.128 -0.141
C 3.56608 -3.06883 -5.43660 -0.916 -2.367 0.956
H 5.41020 1.50965 10.62768 -0.165 -0.287 -0.125
H -3.15103 4.51920 7.10323 -0.010 -0.118 0.610
C 5.87508 -2.91388 -4.31039 -0.835 0.170 1.034
H 0.62690 1.75286 -0.66517 -0.004 0.792 0.210
H -3.57981 1.39257 3.89348 -0.143 0.178 -0.310
C -4.20548 4.32468 7.29916 0.215 -0.300 -0.653
C 3.25384 -1.25009 2.80819 0.581 1.351 1.835
H 5.41942 1.74998 -5.65356 0.097 0.303 -0.124
H -1.56597 -5.76780 4.10207 -0.221 -0.489 -0.132
H 1.40043 -2.70542 -2.10730 -0.547 0.065 0.394
N -2.16484 -5.06591 0.99489 2.106 -0.159 0.504
O 5.10846 -0.81030 -0.21334 1.356 -0.911 0.867
Br -4.31750 4.02925 2.06359 -0.016 -0.702 -0.010
H 7.35158 0.04316 -3.50126 -0.446 0.059 0.169
H 1.09626 -7.01464 1.64535 0.078 -0.036 0.019
H 10.26077 -1.83657 -3.09006 0.306 0.536 0.288
C -6.91316 2.41572 -2.79958 -2.292 -1.591 0.857
H 9.23476 -0.66163 -2.14686 0.021 -0.276 -0.102
C 4.48042 -3.56045 -4.43367 0.890 1.595 -0.780
H -10.15652 -0.96958 -3.83985 0.183 0.286 -0.406
H 5.62831 4.79509 -1.68028 0.159 -0.074 -0.287
H -1.82128 4.98007 -0.32453 -0.380 0.235 0.227
C -1.14160 3.44717 -4.98784 0.121 -2.029 -0.683
C 5.09936 5.24102 -2.52257 -0.143 1.184 -0.151
H -2.80153 -0.65429 0.20654 0.166 -0.068 -0.170
H 2.77503 1.69174 -6.46090 -0.416 0.427 -0.036
C 4.06198 -4.43846 -3.44051 -1.686 -0.026 -0.717
C -0.05625 0.91638 -0.66452 -1.242 -0.999 -0.320
O -0.18016 0.98060 -5.25791 -1.009 0.205 1.020
H 2.44371 1.18637 -4.79465 -0.519 -0.181 -0.242
H 4.15902 5.63473 -2.13676 -0.318 -0.789 0.023
C 7.15914 -0.99655 -3.72123 0.112 -1.094 -0.627
N -4.56860 3.13028 6.49133 0.228 -0.539 -0.266
N 1.91368 -1.33027 2.82377 1.295 -0.284 0.074
H -8.01995 -0.78923 -3.12580 -0.503 0.002 -0.175
C 1.22149 -1.03688 3.91572 0.091 -0.326 1.855
C 0.69503 -7.61150 3.69721 1.132 1.072 -0.614
H -4.30219 1.68251 -2.81315 0.212 0.060 -0.144
N 0.18342 -0.20698 -1.37741 -4.767 0.000 4.346
H 7.03929 -4.65655 -4.44734 0.190 -0.204 0.037
H 4.51256 -4.71939 -2.50006 0.839 0.126 -0.362
H 2.62415 4.08402 -3.62205 0.099 0.345 0.144
N -0.59243 -6.03840 2.17391 -3.474 1.640 -0.677
N -9.18439 0.92426 -3.56481 0.699 -0.543 0.062
C -4.24628 1.73118 4.67294 2.362 -0.622 -0.793
C -1.67628 -5.71154 3.02919 0.337 0.849 -1.075
H -7.38574 -3.69420 1.44355 0.204 0.187 0.797
F 5.43364 1.55086 1.73859 -0.155 -0.007 -0.146
H -3.58463 -4.60061 2.53148 0.113 -0.275 -0.009
C -5.89889 4.47715 -1.73149 -0.138 -0.235 -0.097
H -4.82149 6.23205 -1.07249 -0.009 -0.118 0.222
C 5.04218 2.54286 -5.02472 1.169 -0.220 0.087
C -6.23112 1.50179 5.95127 0.558 0.166 0.002
H 1.93218 0.39140 -2.21948 0.240 -0.148 0.485
H 9.81188 -0.23061 -3.78691 0.147 -0.119 0.075
H 6.58943 0.22701 10.23088 0.243 0.446 0.164
C 3.93962 -0.81440 3.97815 -0.251 -0.189 -2.274
N -1.27932 0.83640 -0.02139 2.408 0.763 -0.396
C -3.72658 2.67884 5.51037 -2.174 0.769 1.140
C 6.04403 1.08913 9.84697 -0.003 -0.100 0.380
C -6.58454 -3.02561 1.12864 -0.886 0.237 -1.005
F -2.34277 4.02586 -4.76603 1.200 0.603 -0.113
C 2.76822 -4.89751 -3.57131 -1.221 -0.383 -0.536
H 5.04826 -0.91048 -4.15178 -0.055 0.102 0.470
C -4.46334 2.66545 -2.39569 -1.047 0.458 -0.449
N 8.32444 -1.73873 -3.74968 -1.135 2.033 1.131
C -8.16587 3.01613 -3.13652 1.433 -0.272 -0.729
C 0.50906 -5.18794 -4.48169 1.506 -0.518 -1.526
H 3.80034 -1.41745 1.89182 -0.109 -0.182 -0.240
C 5.16594 -0.70136 6.71213 0.483 0.315 1.425
C -5.77565 2.53671 6.76003 0.908 -0.150 -1.086
C -1.80907 1.90814 0.86943 -0.106 -0.628 -0.479
H 9.29334 -3.52244 -4.17844 -0.063 -0.214 0.168
H 6.66835 1.90736 9.48805 0.252 -0.300 -0.070
C 5.81167 -0.33289 7.92704 -0.520 -0.403 -2.342
F -0.50212 3.92345 -6.08519 -0.988 -0.008 1.503
C 3.92095 -0.13570 6.42467 0.925 -0.668 -1.847
H 5.82179 7.35262 -2.40820 0.743 -0.582 0.458
H -4.72493 5.18243 6.87192 -0.337 -0.062 0.330
H -2.76541 3.14602 5.35452 -0.145 0.195 0.152
C 5.73538 3.42652 -4.20002 -0.185 -0.854 -0.918
H 3.69213 1.75042 9.26548 -0.374 0.138 -0.289
C -2.83388 -4.38680 -0.03858 -0.325 0.451 -1.805
H -10.18282 2.70162 -3.95175 -0.065 0.123 0.127
C -5.94192 0.20340 3.81653 -0.006 -1.296 -0.724
C -4.78389 5.20919 -1.41707 1.894 -0.970 -0.483
H -1.95273 1.46870 1.85653 0.033 0.182 0.035
C 0.69555 -6.54922 2.54586 0.652 -1.398 0.343
H -6.85280 4.91895 -1.48396 -0.119 0.032 -0.226
N 5.24169 0.57133 8.70815 0.100 0.635 1.077
N 3.69381 2.74642 -4.90331 1.366 3.082 2.181
H -0.95919 -2.03551 -1.54522 -0.266 0.095 0.157
C 4.03107 1.07693 8.49222 -0.013 -0.650 -0.944
C -10.39612 0.09316 -3.80413 -0.214 0.510 0.675
C -5.94703 -0.68551 1.53259 0.498 1.325 1.184
C -0.91796 -5.58152 0.94309 -0.906 -0.318 1.275
C 5.74682 6.52057 -3.10833 -0.821 -0.212 -1.298
H 6.77657 3.68152 -4.06849 0.047 -0.498 -0.232
C -1.84683 -0.39186 -0.22482 2.691 -0.776 -1.835
H -5.78236 -0.63342 0.46649 0.076 0.142 0.008
Br 1.04212 4.45776 -0.65513 -0.173 -0.753 -0.049
H -8.15969 4.09418 -3.20118 -0.500 0.072 0.018
F 4.91458 3.07751 0.24499 0.298 -1.650 0.067
H 1.92404 -1.62799 0.85716 -0.355 -0.570 -0.407
S -1.54853 1.55328 -5.23787 1.597 0.312 -4.905
C 2.26117 -3.65846 -5.54293 1.873 -0.547 1.974
C -0.92748 -1.07725 -1.04810 0.079 1.229 -0.247
H -3.63341 -5.04559 -0.37745 -0.547 0.683 0.019
C -5.77562 3.19077 -2.28639 1.722 0.249 -0.055
H -2.77761 2.21838 0.47728 0.095 0.225 0.185
C 2.53462 2.04608 -5.45853 0.784 -0.557 0.849
F -0.31203 3.62636 -3.89493 -1.182 0.102 -1.163
H -0.29304 -5.55131 0.06278 -0.077 -0.351 0.128
H -5.68975 -3.62524 0.96159 0.040 0.415 -0.070
H 1.10193 -2.96174 1.89279 0.118 -0.070 -0.516
H 2.31897 -5.54423 -2.83217 0.202 -0.152 0.124
H -3.05658 -3.38350 0.32460 -0.748 -0.181 -0.142
C -9.26341 2.27410 -3.57985 1.207 -0.540 0.391
H 2.42162 1.21600 7.20555 -0.150 -0.154 -0.421
H 1.34632 -0.31349 5.95857 -0.573 -0.444 -0.118
H -6.87336 -1.08882 5.24250 -0.172 -0.316 -0.025
C 1.25102 -0.45896 -2.25126 1.707 -0.602 -1.585
H 0.82815 -0.34945 -3.24991 -0.044 -0.496 -0.373
H -4.47950 4.07454 8.32407 0.334 0.585 -0.014
C 5.90572 -1.55478 -4.02512 1.738 0.994 -0.500
H -2.36160 3.03446 -2.08931 0.176 0.187 -0.480
O 4.31690 0.69510 -1.89193 0.088 0.604 1.558
C -5.70464 0.37097 2.42608 -0.114 -0.691 -0.068
C -2.32705 5.47701 -1.15238 -0.535 -0.013 -0.607
H -10.93796 0.46367 -4.67432 0.098 -0.235 0.059
C 1.86779 -0.61020 5.06056 -0.447 0.995 -0.013
H 0.47481 -7.14161 4.65576 -0.241 -0.314 -0.023
H -1.57620 5.53374 -1.94048 -0.245 0.041 -0.168
H 6.58402 6.36721 -3.78926 0.575 -0.027 0.753
N 4.82687 4.16825 -3.53538 -3.132 -0.154 -0.784
C 9.51155 -1.04583 -3.12864 0.052 -0.700 -1.027
C -5.42672 1.09270 4.86801 -1.964 1.246 0.204
H 6.80665 -0.60843 8.24404 0.018 -0.463 -0.307
N -6.37294 -1.85583 2.00640 -1.409 -1.567 0.847
H 1.56426 -3.39456 -6.32464 -0.167 -0.058 0.056
H 5.00641 -0.75068 3.82233 0.159 0.095 0.449
C 2.01307 -1.80615 -2.04330 -0.115 0.548 -0.774
H -6.14123 0.36604 -2.35500 0.362 0.277 -0.244
O 3.12593 0.38302 0.25628 -0.366 0.713 0.300
C 5.45385 1.83477 0.42255 -1.859 0.585 0.031
H -1.10185 2.73710 0.89704 -0.010 0.023 -0.084
S 4.40806 0.42218 -0.44094 -0.470 0.427 -2.055
C 3.58488 3.76644 -3.99960 0.754 -0.361 0.433
H -7.21607 -2.92127 3.62555 -0.081 -0.155 -0.422
H -5.33634 1.31128 2.04324 0.237 0.448 -0.070
C 3.24304 -0.41403 5.09911 0.536 -1.393 0.653
H -7.20028 1.05654 6.12126 -0.078 0.131 0.171
O -2.36149 1.27051 -4.09405 -0.703 -0.465 1.812
H -2.20948 -4.21615 -0.91557 0.277 -0.274 0.133
H 0.20266 -1.39299 3.95551 -0.236 0.525 -0.232
F 6.69567 1.87848 0.03765 0.648 -0.329 -0.586
C 3.36867 0.70911 7.31770 -1.019 2.075 2.462
H 1.27569 -5.64314 2.72066 0.468 -0.364 0.601
C -6.61146 -0.96019 4.20266 0.212 -0.253 -0.733
H 5.60311 -1.40782 6.02205 0.289 -0.014 0.222
C -2.64680 -5.06392 2.26276 1.847 -1.540 1.496
N 1.89306 -4.61414 -4.58230 1.425 2.734 0.152
H -7.03994 -2.61464 0.22764 0.639 -0.196 -0.439
H -10.96439 0.25313 -2.88785 -0.495 -0.115 -0.262
O -2.21108 1.37741 -6.56509 1.048 0.885 3.199
H -6.32776 2.95305 7.58963 -0.111 -0.010 -0.027
H 0.18975 -8.56095 3.52019 -0.599 0.477 -0.205
C -8.04957 0.28991 -3.15729 -0.213 0.721 -0.113
C -6.93335 0.97685 -2.76226 -0.120 1.429 -0.056
C -6.80977 -1.98392 3.27529 0.585 0.977 1.340
C 8.34125 -3.02210 -4.08052 -1.848 0.193 0.328
H -2.78029 6.44730 -0.94937 0.745 -0.012 0.378
H 1.66060 2.68390 -5.32673 0.156 -0.265 -0.535
H 5.04277 6.98536 -3.79853 -0.521 -0.319 -0.194
H 1.73934 -7.92169 3.73301 0.148 0.092 0.286